1 | Molecular formula: H24HeO12
Method: DFT, wB97M-V/def2-TZVPD

Cartesian coordinates (Å):
He -0.34749 -0.00389 -0.35328
O -0.63869 -2.39319 -1.49005
H -1.24386 -1.94315 -0.90060
H -0.45485 -3.22589 -1.05526
O 3.58931 2.41792 0.73204
H 2.98523 2.11524 0.05402
H 3.19848 3.22904 1.05695
O -2.14367 1.35877 -2.94349
H -2.18458 1.96438 -3.68364
H -2.89869 0.78264 -3.06281
O 3.25604 -2.09993 -0.56467
H 3.21665 -3.01156 -0.85382
H 2.67544 -2.06395 0.19548
O -1.79889 4.43910 0.97828
H -1.66655 4.13269 1.87540
H -1.48668 3.71910 0.43023
O 1.65887 -2.15171 1.66857
H 2.14598 -2.79352 2.18534
H 1.56198 -1.39834 2.25103
O -1.17524 0.97406 1.94270
H -1.50566 0.07696 1.99034
H -0.81036 1.14187 2.81157
O 1.54810 -0.91025 -2.06433
H 2.30506 -1.31308 -1.63894
H 0.84112 -1.54487 -1.94727
O 1.90069 1.86626 -1.27717
H 1.84859 0.97601 -1.62500
H 1.12270 1.95470 -0.72658
O -0.76383 2.37775 -0.41251
H -1.01731 2.02858 -1.26695
H -0.88818 1.64623 0.19217
O -1.05163 -1.98467 1.61039
H -0.12544 -1.93523 1.37379
H -1.08179 -2.61289 2.33195
O -3.58882 -2.27518 0.54193
H -2.80675 -2.01787 1.03019
H -4.17530 -1.52213 0.61400

Output
HOMO-LUMO gap ... 9.3 eV
2S+1 ... 1
Total charge ... 0
E_HOMO ... -10.1315 eV

***

2 | Molecular formula: H24HeO12
Method: DFT, wB97M-V/def2-TZVPD

Cartesian coordinates (Å):
He 6.56297 -10.31169 -13.90819
O 8.25498 -8.59445 -10.27032
H 8.10157 -9.52624 -10.42677
H 7.72113 -8.14950 -10.92855
O 6.50986 -6.29574 -14.67191
H 6.54237 -6.88279 -15.42725
H 5.92669 -5.58702 -14.94371
O 4.13092 -8.63839 -11.60875
H 3.73186 -9.31936 -12.15029
H 4.10821 -8.99419 -10.72043
O 8.24931 -11.27924 -10.36003
H 8.85813 -11.47656 -11.07180
H 8.81083 -11.11622 -9.60216
O 6.91376 -14.61665 -13.00674
H 7.26073 -14.90581 -12.16281
H 7.48701 -13.89585 -13.26765
O 2.80497 -10.51788 -13.16362
H 1.99519 -10.57771 -12.65676
H 2.56641 -10.00799 -13.93778
O 9.71299 -8.75280 -14.35900
H 9.08799 -9.42841 -14.62199
H 9.77786 -8.17640 -15.12044
O 8.97068 -12.83665 -13.61479
H 9.45274 -12.40395 -12.91007
H 9.62943 -13.36234 -14.06860
O 3.50756 -12.55119 -14.86302
H 3.44939 -11.86879 -14.19431
H 3.04466 -12.18760 -15.61785
O 8.29394 -10.96196 -15.56386
H 8.71583 -11.31995 -16.34494
H 8.24492 -11.70098 -14.95751
O 6.57634 -7.31388 -12.16869
H 6.51435 -7.02261 -13.07839
H 5.82691 -7.89782 -12.05208
O 6.87493 -8.32880 -16.88326
H 7.18927 -9.07342 -16.37045
H 7.64683 -7.77496 -17.00017

Output
HOMO-LUMO gap ... 9.5 eV
2S+1 ... 1
Total charge ... 0
E_HOMO ... -9.6334 eV

***

Stability ranking, top and bottom: 1 is the most stable and 2 is the least stable.

***

1 | Molecular formula: C2HO3S2
Method: DFT, wB97M-V/def2-TZVPD

Cartesian coordinates (Å):
C -0.60680 0.96657 -0.57140
C -3.94311 -0.19466 -0.11455
O -1.81557 0.80239 -0.76055
O 0.13810 1.79896 -0.97210
O -0.13028 -0.15430 0.24965
S -4.26322 1.09192 0.69766
S -3.86537 -1.61069 -0.74248
H 0.70987 -0.41977 -0.00443

Output
HOMO-LUMO gap ... 7.5 eV
2S+1 ... 1
Total charge ... -1
E_HOMO ... -4.3042 eV

***

2 | Molecular formula: C2HO3S2
Method: DFT, wB97M-V/def2-TZVPD

Cartesian coordinates (Å):
C -1.42557 0.48166 -0.79454
C 1.57718 -0.60433 1.47990
O -1.85342 -0.59170 -0.57023
O -1.85279 1.60571 -0.73986
O 0.02852 0.45427 -1.12614
S 2.50912 -1.48620 0.63472
S 0.71027 0.59044 2.02566
H 0.30669 -0.44985 -0.90950

Output
HOMO-LUMO gap ... 7.1 eV
2S+1 ... 1
Total charge ... -1
E_HOMO ... -4.3333 eV

***

Stability ranking, top and bottom: 2 is the most stable and 1 is the least stable.

***

1 | Molecular formula: C2H4ClN3O2
Method: DFT, wB97M-V/def2-TZVPD

Cartesian coordinates (Å):
C -0.04453 -0.09544 -1.11016
C 0.63116 0.84677 -0.01760
N -0.06481 -1.09720 -0.17115
N 0.18541 -0.21131 0.94414
N -2.20171 0.67698 -0.10457
O -2.13676 1.80412 0.22075
O -2.93113 -0.23332 0.19094
Cl 2.41114 1.11164 0.02071
H -0.14201 0.00622 -2.14340
H 0.13972 1.80851 0.01110
H -0.62819 -1.92278 -0.04935
H 1.00483 -0.46154 1.44724

Output
HOMO-LUMO gap (alpha / beta) ... 8.5 / 6.8 eV
2S+1 ... 1
Total charge ... 0
E_HOMO (alpha / beta) ... -8.6288 / -7.4753 eV

***

2 | Molecular formula: C2H4ClN3O2
Method: DFT, wB97M-V/def2-TZVPD

Cartesian coordinates (Å):
C 0.56570 0.22355 -0.84086
C 0.79827 -0.06193 0.66767
N -0.81121 -0.24611 -0.63770
N -0.59133 -0.23637 0.77844
N 0.51534 1.70682 -1.07649
O 1.51168 2.34695 -1.13766
O -0.59158 2.10353 -1.28953
Cl 1.85490 -1.40732 1.08779
H 1.08590 -0.37779 -1.46686
H 1.19595 0.67569 1.25808
H -1.58774 0.34899 -0.87988
H -0.92206 -0.95056 1.38614

Output
Structure (SMILES) ... O=[N+]([O-])[C@@H]1NN[C@H]1Cl
HOMO-LUMO gap ... 9.0 eV
2S+1 ... 1
Total charge ... 0
E_HOMO ... -8.9395 eV

***

Stability ranking, top and bottom: 2 is the most stable and 1 is the least stable.

***

1 | Molecular formula: C4H8N2O2S
Method: DFT, wB97M-V/def2-TZVPD

Cartesian coordinates (Å):
C -0.84930 -1.60864 0.36906
C -0.46023 -2.87304 -0.22007
C 1.14512 1.76783 0.97769
C 1.36772 1.12478 -0.40610
N -1.45880 -0.67955 0.75811
N 0.06837 0.87022 -1.09943
O -2.29031 1.31598 -1.72924
O -1.92719 0.37213 1.14722
S -1.23678 1.70956 -0.79150
H 0.49518 -2.82275 -0.61043
H -1.14401 -3.08556 -1.13076
H -0.54947 -3.59718 0.56512
H 1.97864 1.66888 1.58159
H 0.96034 2.77488 0.88719
H 0.36442 1.16659 1.38308
H 1.69600 1.82918 -1.12803
H 1.84032 0.06671 -0.55349

Output
HOMO-LUMO gap ... 9.7 eV
2S+1 ... 1
Total charge ... 0
E_HOMO ... -9.4227 eV

***

2 | Molecular formula: C4H8N2O2S
Method: DFT, wB97M-V/def2-TZVPD

Cartesian coordinates (Å):
C 1.42152 -0.77164 -0.21277
C -0.42461 -0.44904 -1.59481
C -1.27358 -0.30760 -0.33068
C 0.62418 -0.24312 0.98736
N 0.95207 -0.86410 -1.38436
N -0.41088 0.49506 0.53967
O 2.77551 1.37122 1.50433
O 0.64212 1.55237 2.79355
S 1.58481 0.57008 2.36150
H 2.53046 -1.09088 -0.09706
H -0.91332 -1.05056 -2.29009
H -0.54452 0.46920 -2.14705
H -2.21273 0.20477 -0.50974
H -1.36736 -1.34166 0.03914
H 0.00507 -1.60879 1.57444
H 2.44072 2.21266 1.09076
H -0.78983 1.13630 1.19558

Output
HOMO-LUMO gap ... 9.3 eV
2S+1 ... 1
Total charge ... 0
E_HOMO ... -8.8987 eV

***

Stability ranking, top and bottom: 2 is the most stable and 1 is the least stable.

***

1 | Molecular formula: C2H3N3O3
Method: DFT, wB97M-V/def2-TZVPD

Cartesian coordinates (Å):
C 0.34747 -0.89493 0.06467
C -1.87728 -0.64596 -0.10984
H 2.30932 0.75649 -0.47071
H -2.73280 -1.18826 0.11248
H 0.17131 2.47584 0.34848
N 1.59761 -1.11729 0.21600
N -1.64377 0.53448 -0.30407
N -0.23679 0.47155 -0.37318
O 2.58515 -0.30355 -0.29467
O -0.85551 -1.48708 0.27272
O 0.33529 1.39871 0.53811

Output
Structure (SMILES) ... O/N=c1/ocnn1O
HOMO-LUMO gap ... 9.4 eV
2S+1 ... 1
Total charge ... 0
E_HOMO ... -9.0592 eV

***

2 | Molecular formula: C2H3N3O3
Method: DFT, wB97M-V/def2-TZVPD

Cartesian coordinates (Å):
C 1.06684 -0.05790 0.08588
C -1.32399 -0.39741 0.00429
H 2.80813 0.11217 -0.25668
H -0.57001 -2.41558 0.76793
H -1.37100 2.30446 -0.43030
N 0.91866 -1.32352 0.09585
N -0.48362 -1.45710 -0.22738
N -0.22019 0.55181 -0.35312
O 2.12648 0.71728 0.04647
O -2.44524 0.09250 0.10067
O -0.50605 1.87330 0.16638

Output
HOMO-LUMO gap ... 10.0 eV
2S+1 ... 1
Total charge ... 0
E_HOMO ... -9.7801 eV

***

Stability ranking, top and bottom: 2 is the most stable and 1 is the least stable.

***

1 | Molecular formula: C2H3N3O3
Method: DFT, wB97M-V/def2-TZVPD

Cartesian coordinates (Å):
C -0.73065 0.51991 0.23465
C 0.61692 0.77161 -1.30365
H -1.77321 0.09478 1.86039
H 1.33700 -1.24443 -1.27454
H 0.67480 -0.82868 1.75524
N -0.22334 1.42285 -0.56131
N 1.11881 -0.51409 -0.65408
N -0.21706 -0.85950 -0.03029
O -1.83496 0.78804 1.02971
O 1.04684 1.18483 -2.39326
O -0.01514 -1.33532 1.33715

Output
Structure (SMILES) ... O=c1nc(O)n(O)[nH]1
HOMO-LUMO gap ... 10.3 eV
2S+1 ... 1
Total charge ... 0
E_HOMO ... -10.5601 eV

***

2 | Molecular formula: C2H3N3O3
Method: DFT, wB97M-V/def2-TZVPD

Cartesian coordinates (Å):
C -0.39625 1.05573 -0.29671
C -0.39236 -0.36251 -0.35058
H -1.09006 2.62294 0.06144
H -0.43969 -2.03286 1.12215
H -2.12696 -0.98778 -1.13591
N 0.75319 1.41269 0.17856
N 0.90695 -0.85624 0.05217
N -1.25335 -1.27976 -0.63903
O -1.40671 1.83698 -0.49710
O 1.45697 0.40614 0.53409
O 0.64234 -2.08043 0.79978

Output
Structure (SMILES) ... [H]/N=c1\c(O)non1O
HOMO-LUMO gap ... 9.0 eV
2S+1 ... 1
Total charge ... 0
E_HOMO ... -9.2714 eV

***

Stability ranking, top and bottom: 1 is the most stable and 2 is the least stable.

***

1 | Molecular formula: CH2Cl2
Method: DFT, wB97M-V/def2-TZVPD

Cartesian coordinates (Å):
C 0.03778 -0.03481 0.23093
Cl -0.08766 -0.83680 -1.29463
Cl -0.05260 1.70851 -0.32224
H -0.85792 -0.41875 0.71919
H 0.96040 -0.41815 0.66675

Output
HOMO-LUMO gap ... 11.5 eV
2S+1 ... 1
Total charge ... 0
E_HOMO ... -10.6205 eV

***

2 | Molecular formula: CH2Cl2
Method: DFT, wB97M-V/def2-TZVPD

Cartesian coordinates (Å):
C -0.10964 0.16367 0.01656
Cl 0.28505 -0.78559 -1.45411
Cl 0.81660 -0.33859 1.50499
H 0.12089 1.20645 -0.20154
H -1.11289 -0.24592 0.13411

Output
Structure (SMILES) ... ClCCl
HOMO-LUMO gap ... 12.0 eV
2S+1 ... 1
Total charge ... 0
E_HOMO ... -11.0875 eV

***

Stability ranking, top and bottom: 2 is the most stable and 1 is the least stable.

***

1 | Molecular formula: C5H7N2
Method: DFT, wB97M-V/def2-TZVPD

Cartesian coordinates (Å):
C 0.78179 0.95518 2.04888
C -0.57434 -0.57042 0.35884
C 1.38959 1.68298 2.90933
C -0.12776 0.04306 1.67716
C 0.12805 -0.51172 -0.73865
N 2.17657 2.57330 3.26096
N -0.53107 -0.74654 -2.00513
H -0.78796 -0.27756 2.43352
H -1.69018 -0.71071 0.46377
H 1.08012 -0.04445 -0.98201
H 2.47290 2.94908 4.18703
H -1.29693 -1.34212 -1.78094
H 0.12013 -1.22214 -2.82655
H -0.87348 0.05983 -2.47854

Output
Structure (SMILES) ... N=C=C=C/C=C/[NH3+]
HOMO-LUMO gap ... 7.6 eV
2S+1 ... 1
Total charge ... +1
E_HOMO ... -11.9908 eV

***

2 | Molecular formula: C5H7N2
Method: DFT, wB97M-V/def2-TZVPD

Cartesian coordinates (Å):
C -0.64244 0.07886 -1.08476
C 0.59596 -1.22699 0.71426
C -0.61214 -2.12864 -0.16916
C 0.47970 0.90937 -0.42770
C -0.10172 2.18492 0.14296
N 0.97595 -0.09181 0.45372
N -0.91087 -1.07646 -1.01318
H 1.13425 -1.70518 1.55041
H -0.04482 -3.10396 -0.55345
H -1.57380 -2.47858 0.45967
H 1.37806 1.07797 -1.13060
H 0.51553 3.09569 -0.09048
H -0.02431 1.98482 1.25054
H -1.16934 2.48000 -0.10223

Output
Structure (SMILES) ... C[C@@H]1C#[N+]CC=N1
HOMO-LUMO gap (alpha / beta) ... 9.7 / 9.7 eV
2S+1 ... 1
Total charge ... +1
E_HOMO (alpha / beta) ... -15.5239 / -15.5243 eV

***

3 | Molecular formula: C5H7N2
Method: DFT, wB97M-V/def2-TZVPD

Cartesian coordinates (Å):
C 0.96825 -0.67592 -0.23758
C -2.09310 -1.53614 0.27303
C -1.48179 -0.93906 -0.84343
C 3.41324 -0.23187 0.34969
C -2.76355 1.09044 0.14187
N 2.08387 -0.46354 0.01490
N -2.19032 -0.21147 0.01364
H -0.73694 -0.72774 -1.56543
H 3.53462 -0.60078 1.31577
H 4.01943 -0.82718 -0.44356
H 3.54219 0.74180 0.20991
H -3.36946 1.20827 1.01224
H -3.06648 1.39327 -0.76651
H -1.85996 1.77990 0.52546

Output
HOMO-LUMO gap ... 9.7 eV
2S+1 ... 1
Total charge ... +1
E_HOMO ... -15.2572 eV

***

Stability ranking, top and bottom: 2 is the most stable and 3 is the least stable.